Entry 1:
Entry from OMol25: C31H29O8PSSr as an isolated structure (ωB97M-V with the def2-TZVPD basis set).

Results
Lowest unoccupied orbital energy   0.33 eV
Calculated total energy   -2571.03000 hartree
Frontier orbital gap   0.3221 hartree
HOMO   -8.43 eV
Energy relative to the best compared isomer or geometry (same formula, charge and spin)   0.00 kcal/mol

Cartesian coordinates (Å):
H: 2.155 1.302 4.875
C: 0.681 -4.925 1.270
H: -1.970 2.306 -0.337
H: -0.270 -4.999 1.781
C: 0.173 3.885 -2.261
H: -1.337 -0.672 -1.721
C: -0.266 4.496 -1.096
H: -0.753 -4.953 -4.104
H: 4.542 2.448 2.635
C: 1.637 -5.917 1.435
C: -1.219 -1.617 -2.240
Sr: 1.352 -0.183 1.823
H: -2.636 -3.953 -0.643
H: 3.312 2.594 4.437
C: 1.459 2.599 3.328
H: -1.874 2.413 1.450
S: -0.122 3.600 0.430
H: -2.024 -0.866 -4.079
H: -1.075 6.247 -0.177
C: -0.514 -3.909 -2.250
H: -1.286 7.455 -2.338
C: -3.208 -2.905 3.014
C: -0.623 6.568 -4.822
O: 1.551 3.882 3.304
H: -1.458 6.165 -5.399
C: -2.001 -2.599 2.399
C: -0.889 -4.015 -3.581
O: 0.248 -2.067 2.833
C: -0.487 5.847 -3.509
O: 3.267 3.057 0.554
H: 0.853 4.269 2.640
P: -0.237 -2.461 0.200
C: -0.680 -2.709 -1.561
O: -0.081 4.652 1.520
C: 4.101 1.549 2.205
O: 0.561 1.948 2.787
C: -1.798 2.965 0.514
O: 3.217 0.936 3.187
C: -0.963 -1.835 3.194
C: 3.356 1.883 0.887
H: 4.097 -4.636 -0.506
H: 0.277 6.456 -5.426
H: 4.870 0.804 2.007
H: 0.395 4.094 -4.377
C: 3.140 -4.722 -0.007
H: 0.632 2.903 -2.225
C: -1.773 -2.978 1.069
H: -1.729 -3.009 -5.281
C: 2.185 -3.729 -0.172
H: -3.356 -2.569 4.031
O: 2.877 0.853 0.291
C: -0.783 5.779 -1.109
C: 2.866 -5.819 0.797
C: 0.049 4.561 -3.463
H: 1.423 -6.767 2.069
C: -3.967 -4.000 1.023
H: -4.726 -4.549 0.480
C: -2.777 -3.670 0.391
C: -1.604 -1.723 -3.568
C: -4.186 -3.617 2.338
C: 2.588 1.875 4.055
C: 0.945 -3.828 0.459
C: -0.890 6.446 -2.319
H: -0.804 7.631 -4.672
C: -1.438 -2.924 -4.242
H: -2.493 3.803 0.499
O: -1.320 -1.045 4.062
H: -5.117 -3.865 2.831
H: -0.089 -4.766 -1.742
H: 3.610 -6.594 0.929
H: 2.402 -2.877 -0.808

Entry 2:
Entry from OMol25: a 2-piece molecular cluster, C2H6O2 overall in a non-equilibrium geometry (ωB97M-V with the def2-TZVPD basis set).

Results
SMILES string   C=O.CO
Lowest unoccupied orbital energy   -0.05 eV
Calculated total energy   -230.18091 hartree
Frontier orbital gap   0.3829 hartree
HOMO   -10.47 eV
Energy relative to the best compared isomer or geometry (same formula, charge and spin)   62.57 kcal/mol

Cartesian coordinates (Å):
H: -3.264 -1.382 0.663
H: -0.952 -0.882 -0.078
C: -1.373 -1.306 0.790
H: -0.709 -1.014 1.733
H: -1.382 -2.477 0.936
H: 3.068 1.865 -2.279
O: -2.683 -0.731 0.934
O: 1.521 2.577 -1.015
H: 3.175 1.516 -0.433
C: 2.600 1.834 -1.252

Entry 3:
Entry from OMol25: C26H22N2PPdS2 as an isolated structure (ωB97M-V with the def2-TZVPD basis set).

Results
Lowest unoccupied orbital energy   -11.89 eV
Calculated total energy   -2378.06899 hartree
Frontier orbital gap   0.1731 hartree
HOMO   -16.60 eV
Charge   +3
Energy relative to the best compared isomer or geometry (same formula, charge and spin)   3.93 kcal/mol

Cartesian coordinates (Å):
H: -6.651 1.959 0.955
H: 2.368 4.178 -2.112
C: -3.135 0.944 -0.204
H: -2.496 2.873 0.594
Pd: 1.015 -0.354 -0.010
C: -0.930 -1.809 3.057
C: 1.571 3.483 -1.878
H: -4.088 -0.884 -0.930
C: 4.060 -0.225 -0.660
H: -1.048 -2.633 2.358
H: -1.533 -0.959 2.729
C: -3.331 2.208 0.419
C: -0.019 -3.625 -1.377
C: 0.916 1.326 -1.063
H: 0.029 4.851 -2.498
S: 5.593 -0.308 0.068
C: -0.983 -1.053 -0.950
H: 3.656 -0.719 4.443
C: -0.434 1.746 -1.234
C: -4.592 2.551 0.839
H: -1.310 -2.133 4.024
C: 1.912 2.224 -1.377
H: 4.483 0.609 -2.594
C: 2.753 -0.890 3.880
H: 1.232 -2.790 -2.898
C: -0.773 3.018 -1.757
C: -1.068 -3.412 -0.443
H: -4.761 3.499 1.331
C: 0.509 -1.427 3.147
N: 1.261 -1.059 2.128
C: -1.559 -2.160 -0.234
C: 0.035 -1.287 -1.940
C: -5.475 0.426 0.020
H: 0.243 -0.538 -2.692
H: 2.862 -0.092 -2.424
S: 1.319 -1.404 4.637
H: 5.500 -0.613 2.490
C: 0.507 -2.593 -2.120
H: -1.480 -4.257 0.092
N: 3.081 -0.263 0.225
C: 3.908 -0.202 -2.145
C: -5.658 1.669 0.635
H: -2.348 -1.981 0.481
C: -4.225 0.053 -0.406
H: 4.288 -1.134 -2.565
C: 3.542 -0.456 1.521
H: -6.319 -0.231 -0.134
C: 0.246 3.876 -2.083
P: -1.596 0.564 -0.821
C: 4.891 -0.467 1.612
H: 2.954 2.004 -1.213
C: 2.550 -0.763 2.547
H: -1.806 3.295 -1.925
H: 0.334 -4.635 -1.544

Entry 4:
Entry from OMol25: a single C19H19F3N6O2 molecule in a non-equilibrium geometry (ωB97M-V with the def2-TZVPD basis set).

Results
SMILES string   CN1CCOc2c(NCC3CC3)nn3c(-c4cccc(OC(F)(F)F)c4)nnc3c21
Lowest unoccupied orbital energy   0.53 eV
Calculated total energy   -1513.86515 hartree
Frontier orbital gap   0.3178 hartree
HOMO   -8.12 eV
Energy relative to the best compared isomer or geometry (same formula, charge and spin)   61.22 kcal/mol

Cartesian coordinates (Å):
C: 0.456 1.494 -2.247
H: 1.101 3.980 1.456
H: 1.190 -0.727 -5.451
N: -1.695 -1.426 -2.421
C: -2.358 -3.001 1.583
C: -1.853 -1.259 -0.187
H: 1.374 3.399 -0.894
O: -2.514 -4.726 3.178
H: 0.874 -1.616 -3.961
C: -2.421 -2.416 4.000
C: -2.457 -3.362 2.905
N: -0.988 -0.246 -0.645
C: -1.315 -5.336 3.613
H: -2.622 -2.652 5.063
H: 1.523 3.088 -4.988
F: -0.357 -4.936 2.718
H: 0.077 2.745 1.628
H: 0.332 1.483 -6.055
H: 3.765 3.517 1.307
N: 1.188 2.533 -0.237
H: -2.305 -0.328 4.462
C: 2.152 2.109 1.956
C: -0.891 -0.407 -1.985
C: -2.246 -1.009 3.701
H: -0.418 -1.372 -5.213
C: 0.403 -0.867 -4.742
F: -1.212 -6.724 3.578
C: 0.128 1.702 -4.984
H: 3.198 2.008 3.963
N: -2.149 -1.929 -1.286
F: -1.069 -4.854 4.882
O: 1.165 2.500 -2.950
H: -2.056 0.344 1.983
C: 1.412 2.257 -4.371
C: -0.164 0.520 -2.892
C: 0.403 1.537 -0.816
C: 1.082 2.909 1.201
H: 1.917 1.073 2.018
H: -0.728 2.466 -5.000
N: -0.356 0.883 -0.014
C: -2.167 -0.666 2.357
H: -2.355 -3.710 0.797
C: -2.247 -1.649 1.330
N: -0.155 0.409 -4.275
H: 4.361 1.833 1.885
H: 2.188 1.546 -4.526
H: 2.480 3.623 3.559
C: 2.767 2.670 3.201
C: 3.562 2.590 1.815

Entry 5:
Entry from OMol25: C22H20F10N8OTi as an isolated structure in a non-equilibrium geometry (ωB97M-V with the def2-TZVPD basis set).

Results
Lowest unoccupied orbital energy (alpha / beta)   0.26 / -0.75 eV
Calculated total energy   -3211.61642 hartree
Frontier orbital gap (alpha / beta)   0.2812 / 0.2697 hartree
HOMO (alpha / beta)   -7.39 / -8.09 eV
2S+1   3
Energy relative to the best compared isomer or geometry (same formula, charge and spin)   11.67 kcal/mol

Cartesian coordinates (Å):
C: 2.299 1.905 0.801
H: 1.322 3.778 0.285
C: -1.220 1.976 -2.058
C: -2.820 0.176 4.888
H: 2.091 -1.375 3.240
N: 1.989 0.495 0.414
C: -2.038 2.459 -3.053
F: -2.346 5.873 -1.954
H: 3.079 2.267 0.128
H: -3.844 -2.083 -2.068
F: -1.726 2.147 5.554
H: 0.694 3.036 1.741
C: 2.585 -0.494 1.344
F: -0.821 0.682 -2.120
N: 0.368 -0.675 2.224
H: 0.693 -3.709 -0.339
C: 1.048 2.821 0.730
C: -0.689 0.756 3.966
C: -4.253 1.674 0.318
F: -3.229 4.279 -3.973
H: -2.216 -3.380 -0.301
H: -3.696 -4.608 -1.890
N: 0.382 -2.871 -0.817
H: -0.251 -3.762 -2.594
H: 0.008 -2.250 -0.104
C: -0.644 -0.378 3.154
C: -2.426 3.789 -3.027
N: -3.004 -3.922 -2.170
C: -1.888 -3.900 -1.202
C: -1.741 -1.235 3.280
C: -0.682 -3.168 -1.782
H: 2.523 -1.468 0.854
N: -3.804 -1.046 -1.984
F: -3.842 -1.813 4.165
C: 1.768 -0.526 2.627
C: 2.409 0.245 -0.978
N: -4.889 2.579 0.634
O: -1.655 -0.791 0.085
C: -2.815 -0.963 4.105
F: -0.793 4.908 -0.010
H: -2.665 -4.220 -3.079
N: -2.263 0.320 0.571
C: -3.441 0.573 -0.077
H: 3.638 -0.267 1.540
H: 3.499 0.304 -1.072
Ti: -0.192 0.250 0.558
H: 2.712 1.912 1.809
C: -3.747 -0.271 -1.104
C: -1.155 4.083 -1.006
H: 1.953 0.374 3.218
N: 0.031 2.120 -0.047
C: -0.756 2.748 -0.987
C: -1.741 1.034 4.821
H: -1.016 -2.226 -2.222
H: 1.953 0.990 -1.626
F: -2.443 1.662 -4.044
F: -3.850 0.438 5.691
H: -1.587 -4.914 -0.912
H: 2.076 -0.749 -1.282
F: -1.785 -2.372 2.575
F: 0.288 1.681 3.889
C: -1.973 4.594 -2.001

Entry 6:
Entry from OMol25: a single C5H6 molecule in a non-equilibrium geometry (ωB97M-V with the def2-TZVPD basis set).

Results
SMILES string   C#CCC=C
Lowest unoccupied orbital energy   1.10 eV
Calculated total energy   -193.97739 hartree
Frontier orbital gap   0.3885 hartree
HOMO   -9.47 eV
Energy relative to the best compared isomer or geometry (same formula, charge and spin)   64.70 kcal/mol

Cartesian coordinates (Å):
H: 0.465 -1.640 1.337
H: 0.209 1.549 -0.169
H: 1.288 -0.931 -1.251
C: -0.135 -1.105 0.561
H: -0.785 -1.842 0.098
H: 0.901 1.231 -1.702
C: -0.991 -0.069 1.016
H: -2.436 1.545 1.349
C: 0.565 0.812 -0.806
C: 0.776 -0.431 -0.401
C: -1.750 0.842 0.984

Entry 7:
Entry from OMol25: a 2-piece molecular cluster, C4H11NO overall in a non-equilibrium geometry (ωB97M-V with the def2-TZVPD basis set).

Results
SMILES string   CN(C)C.C=O
Lowest unoccupied orbital energy   0.81 eV
Calculated total energy   -288.92785 hartree
Frontier orbital gap   0.3356 hartree
HOMO   -8.32 eV
Energy relative to the best compared isomer or geometry (same formula, charge and spin)   55.95 kcal/mol

Cartesian coordinates (Å):
H: 1.049 -1.940 -0.043
H: -1.676 0.765 3.357
C: 1.203 -0.072 -1.873
H: -1.369 0.318 -1.644
N: 0.403 0.004 -0.687
C: -1.341 1.644 2.760
C: 0.965 -0.868 0.359
H: -0.994 -1.478 -1.392
H: -1.526 -0.308 -0.053
H: 0.262 -1.003 1.184
H: 1.958 -0.532 0.663
H: -1.441 2.665 3.165
H: 0.887 0.665 -2.648
H: 2.183 0.160 -1.462
O: -0.928 1.464 1.634
C: -0.946 -0.411 -0.981
H: 1.314 -1.075 -2.339

Entry 8:
Entry from OMol25: C34H45BrGeIMgN2O4S2 as an isolated structure in a non-equilibrium geometry (ωB97M-V with the def2-TZVPD basis set).

Results
Lowest unoccupied orbital energy (alpha / beta)   0.06 / -2.83 eV
Calculated total energy   -7678.28282 hartree
Frontier orbital gap (alpha / beta)   0.2810 / 0.1737 hartree
HOMO (alpha / beta)   -7.58 / -7.55 eV
2S+1   2
Energy relative to the best compared isomer or geometry (same formula, charge and spin)   0.00 kcal/mol

Cartesian coordinates (Å):
H: 9.479 6.995 11.687
H: 10.031 6.678 10.029
C: 10.022 9.864 15.999
H: 7.308 16.596 6.546
S: 10.072 14.138 16.297
C: 12.672 11.820 10.890
H: 6.879 9.072 14.769
H: 11.789 7.904 12.382
H: 15.447 10.610 12.560
H: 7.244 11.684 15.083
C: 14.142 12.261 14.361
C: 9.068 16.217 9.397
H: 10.222 17.117 14.901
H: 5.909 13.844 11.541
C: 7.331 12.300 11.015
C: 7.843 8.906 15.251
H: 8.831 13.534 10.061
H: 5.467 16.942 8.179
C: 10.548 8.662 10.789
C: 13.251 11.683 9.602
Mg: 10.205 11.529 12.334
H: 7.670 8.630 16.297
H: 10.572 9.035 15.543
C: 6.468 16.725 8.524
H: 11.373 16.505 18.983
H: 8.263 12.188 9.078
H: 5.395 11.977 10.062
S: 9.913 14.078 13.406
C: 10.707 9.289 9.391
I: 10.972 15.759 10.096
H: 7.547 14.139 12.139
C: 14.795 10.885 11.736
C: 9.718 19.113 17.586
C: 9.670 18.667 16.273
H: 12.665 12.031 8.760
Ge: 8.234 9.746 12.331
C: 10.325 18.325 18.551
H: 10.334 18.665 19.586
H: 8.328 8.049 14.758
H: 13.912 11.821 15.332
H: 8.642 7.738 10.315
C: 8.777 16.275 8.045
H: 8.633 12.142 16.070
H: 14.105 13.357 14.472
H: 16.232 10.224 10.314
H: 6.500 10.601 9.949
H: 10.671 10.735 16.000
H: 7.218 13.612 9.285
C: 7.938 12.956 9.780
Br: 10.126 16.022 6.740
O: 11.470 12.274 10.956
C: 11.901 8.223 11.350
H: 14.847 11.004 8.366
H: 11.082 10.307 9.482
C: 9.622 7.439 10.705
C: 10.864 16.667 16.893
O: 8.323 11.535 11.639
C: 14.474 11.103 9.385
H: 9.181 19.263 15.509
C: 6.159 11.410 10.596
C: 8.047 16.449 10.311
C: 10.696 13.384 14.831
H: 5.948 16.831 10.600
C: 11.419 15.344 16.489
C: 8.741 10.156 15.194
C: 15.258 10.673 10.462
C: 13.119 11.861 13.339
C: 6.748 16.675 9.879
N: 11.585 12.477 14.901
C: 10.253 17.458 15.928
N: 11.863 12.015 13.644
C: 6.801 13.371 11.974
H: 12.118 14.922 17.213
O: 10.012 9.608 11.691
H: 8.274 16.440 11.361
H: 5.686 10.953 11.473
H: 9.783 9.605 17.030
H: 11.409 8.692 8.802
C: 13.528 11.456 12.006
H: 6.545 12.911 12.931
H: 9.734 9.328 8.898
H: 12.619 9.053 11.331
H: 12.320 7.415 10.759
C: 7.494 16.543 7.613
H: 9.246 20.051 17.862
H: 15.153 12.015 14.060
C: 10.908 17.100 18.209
O: 9.085 10.504 13.873
H: 7.436 11.017 16.736
C: 7.970 11.321 15.829
H: 11.914 15.396 15.522

Entry 9:
Entry from OMol25: C12H15BCl2HfN6O2 as an isolated structure in a non-equilibrium geometry (ωB97M-V with the def2-TZVPD basis set).

Results
Lowest unoccupied orbital energy   -10.77 eV
Calculated total energy   -1937.91014 hartree
Frontier orbital gap   0.1103 hartree
HOMO   -13.77 eV
Charge   +2
Energy relative to the best compared isomer or geometry (same formula, charge and spin)   62.90 kcal/mol

Cartesian coordinates (Å):
O: -0.802 -5.646 0.856
Cl: 2.634 -3.982 0.242
C: 1.157 0.902 -3.487
Hf: -0.716 -1.918 -0.891
C: 1.337 -4.680 1.360
N: 0.564 0.846 -2.285
H: -4.979 0.968 -0.999
H: 1.661 -5.700 1.646
H: 0.720 -0.672 3.776
N: -1.730 1.306 -1.189
N: 0.652 -0.459 -1.815
H: -0.413 -1.271 4.979
H: -3.031 2.725 -2.005
C: -3.202 -0.189 -0.425
N: -1.869 -0.002 -0.725
C: 0.806 3.904 -0.097
H: 1.788 -2.168 -2.360
C: 1.536 -1.137 -2.636
C: -3.903 0.891 -0.955
H: 2.393 -0.591 -4.579
H: 0.617 4.641 -0.813
H: -3.462 -1.143 0.052
O: -0.337 -3.528 0.084
C: 0.284 -0.472 4.749
H: 1.627 2.001 2.445
N: 0.371 2.669 -0.414
H: -0.578 2.792 -2.474
C: 1.806 -0.310 -3.721
N: 0.671 1.859 0.651
C: 1.291 2.500 1.562
Cl: 1.355 -3.548 2.805
C: -0.037 -4.710 0.757
B: -0.342 1.966 -1.618
C: 1.417 3.869 1.164
C: -2.955 1.787 -1.457
H: 1.068 1.811 -4.074
H: 0.999 -0.415 5.454
H: -0.272 0.458 4.693
H: 1.875 4.644 1.740

Entry 10:
Entry from OMol25: a 3-piece molecular cluster, C4H7NO5 overall in a non-equilibrium geometry (ωB97M-V with the def2-TZVPD basis set).

Results
SMILES string   [O-]/[N+](O)=C\O.O=C=O.C=C
Lowest unoccupied orbital energy   0.49 eV
Calculated total energy   -587.42195 hartree
Frontier orbital gap   0.3496 hartree
HOMO   -9.02 eV
Energy relative to the best compared isomer or geometry (same formula, charge and spin)   123.75 kcal/mol

Cartesian coordinates (Å):
H: 3.526 -2.054 -0.104
H: 3.131 -2.721 -1.604
H: -1.982 2.108 -1.102
O: -0.236 -1.233 0.854
H: 0.224 0.839 0.054
C: 1.822 -1.072 -1.192
H: 1.496 -0.335 -0.483
O: -0.854 1.515 2.214
O: -2.446 -1.664 0.476
O: -2.369 2.503 0.916
N: -1.358 1.760 0.964
C: 2.831 -1.877 -0.983
C: -1.353 -1.385 0.688
O: -1.224 1.563 -1.329
C: -0.755 1.253 -0.075
H: 1.176 -1.142 -2.077
H: -1.629 1.944 2.783